(1)
80
Properties=species:S:1:pos:R:3:forces:R:3 method="wB97M-V/def2-TZVPD" gap_ev=6.9 e_homo_ev=-7.5 energy_ha=-3600.580085 largest_force_ev_per_a=0.6
Pb -0.14721 -1.64825 -1.76471 -0.1 0.1 -0.1
C 4.55596 -0.17653 2.16408 -0.1 0.0 0.1
C 4.87864 -1.54960 1.59404 0.0 0.0 0.0
N 4.36387 -1.77242 0.23892 0.0 0.0 0.0
C 5.36453 -1.80084 -0.82429 -0.1 0.0 0.1
C 5.90884 -0.41817 -1.14848 0.0 0.1 0.0
C 3.05051 -2.04580 0.06214 0.0 0.2 -0.1
S 2.49282 -2.43246 -1.53338 0.2 -0.1 0.1
N 2.34525 -2.03562 1.19057 -0.1 -0.1 0.0
C 1.03307 -1.89597 1.32984 0.1 0.2 0.1
O 0.20420 -1.47965 0.48148 0.1 -0.2 -0.1
C 0.50430 -2.10404 2.71315 0.0 0.0 0.0
C -0.87203 -2.09084 2.91180 0.0 0.0 0.0
C -1.39635 -2.24287 4.18495 0.0 0.0 0.0
C -0.54344 -2.39492 5.27015 0.0 0.0 0.0
C 0.83252 -2.40028 5.07889 0.0 0.0 0.0
C 1.35630 -2.25827 3.80307 0.0 0.0 0.0
H 4.94954 -0.09236 3.17897 0.0 0.0 0.0
H 3.47448 -0.03942 2.21382 0.1 0.0 0.0
H 4.99469 0.62331 1.56379 0.0 0.0 0.0
H 4.47125 -2.32170 2.24607 0.0 0.0 0.0
H 5.95815 -1.69142 1.53823 0.0 0.0 0.0
H 4.92065 -2.24344 -1.70737 -0.1 0.0 0.0
H 6.17443 -2.45992 -0.50103 0.0 0.0 0.0
H 5.10268 0.24334 -1.47690 0.0 0.0 0.0
H 6.63908 -0.48223 -1.95690 0.0 0.0 0.0
H 6.40053 0.04097 -0.28883 0.0 0.0 0.0
H -1.52286 -1.95197 2.06080 0.0 0.0 0.0
H -2.47023 -2.23944 4.32855 0.0 0.0 0.0
H -0.95098 -2.50915 6.26718 0.0 0.0 0.0
H 1.49704 -2.51609 5.92598 0.0 0.0 0.0
H 2.42495 -2.26128 3.63971 0.0 0.0 0.0
C -1.38693 3.96147 -1.01621 0.0 0.0 0.0
O -0.15390 3.25878 -0.98669 0.1 0.3 -0.1
C 0.17441 2.54056 -2.07646 0.0 0.1 -0.1
C -0.46105 2.63437 -3.30716 0.0 0.0 -0.1
C -0.00367 1.89139 -4.38788 0.0 0.0 0.0
C 1.09426 1.05688 -4.25745 0.0 0.0 0.0
C 1.71545 0.94186 -3.02093 0.1 0.1 0.0
C 1.24674 1.65682 -1.93117 0.3 0.0 -0.1
N 1.91224 1.50800 -0.68479 -0.1 0.0 -0.1
C 1.46858 1.49865 0.57364 0.2 0.1 0.0
C 0.20585 1.38505 1.11806 -0.2 -0.1 0.1
C 0.10564 1.54198 2.54307 0.0 0.0 -0.1
C -1.07461 1.40467 3.18853 -0.1 0.0 0.0
C -2.24570 1.09453 2.43000 0.1 0.1 0.1
C -2.20262 0.90681 1.08723 0.1 0.0 -0.1
C -0.96103 0.98595 0.36042 -0.1 0.0 0.2
O -0.89522 0.67406 -0.85977 0.0 -0.4 0.4
H -1.49399 4.41744 -0.03681 0.0 0.0 0.0
H -2.21663 3.27105 -1.19049 0.0 0.0 0.0
H -1.38368 4.74100 -1.78127 0.0 0.0 0.0
H -1.31277 3.29016 -3.42851 0.1 0.0 0.0
H -0.51084 1.97826 -5.34040 0.0 0.0 0.0
H 1.45830 0.48610 -5.10168 0.0 0.0 0.0
H 2.54896 0.26194 -2.88023 0.0 0.0 0.0
H 2.91300 1.42912 -0.76767 0.1 0.0 0.0
H 2.28660 1.58679 1.28431 0.0 0.0 0.0
H 1.00875 1.77765 3.09793 0.0 0.0 0.0
H -1.13774 1.51515 4.26239 0.0 0.0 0.0
H -3.19367 0.98513 2.94598 0.0 0.0 0.0
H -3.09254 0.64694 0.52682 0.0 0.0 0.0
S -5.98304 -1.19645 0.92892 0.0 0.0 -0.2
C -4.72648 -1.80605 0.03663 0.1 0.2 0.1
S -3.84684 -3.23669 0.50076 0.0 -0.1 0.1
C -2.70153 -2.98873 -0.78553 0.1 0.0 -0.1
N -2.96998 -1.94529 -1.50753 -0.2 0.0 0.0
N -4.11706 -1.30513 -1.06644 0.0 0.0 -0.1
C -4.53872 -0.17507 -1.84422 0.0 0.0 0.1
C -5.87196 -0.02135 -2.19685 0.1 0.0 0.0
C -6.24512 1.06452 -2.97497 0.0 0.0 0.0
C -5.29820 1.98317 -3.40296 0.0 0.0 0.0
C -3.96684 1.80951 -3.05230 -0.1 0.0 0.0
C -3.57880 0.73099 -2.27228 0.0 0.0 0.0
S -1.31329 -3.99882 -1.02660 -0.1 0.1 0.1
H -6.60486 -0.73871 -1.86494 -0.1 -0.1 0.0
H -7.28473 1.18629 -3.25081 0.0 0.0 0.0
H -5.59664 2.82828 -4.01076 0.0 0.0 0.0
H -3.21683 2.51836 -3.38402 -0.1 -0.1 0.0
H -2.54642 0.60998 -1.97316 -0.1 0.0 -0.1



(2)
78
Properties=species:S:1:pos:R:3:forces:R:3 method="wB97M-V/def2-TZVPD" gap_ev="6.7 / 7.2" spin_multiplicity=2 e_homo_ev="-7.7 / -7.3" s2=1.150 energy_ha=-9959.198004 largest_force_ev_per_a=1.1
Cr 0.10626 0.09585 -0.01067 0.7 -0.4 -0.7
C 3.53886 -0.34077 1.88436 0.2 0.0 -0.1
As 2.14541 0.98457 1.58770 -0.9 -0.5 0.5
C 3.13980 2.62602 1.91019 0.1 0.1 -0.4
C 1.26015 0.92975 3.33559 0.2 0.1 0.1
C 2.03730 0.85336 4.48943 0.0 0.0 0.0
C 1.44848 0.85328 5.74455 0.0 0.0 0.0
C 0.06792 0.94175 5.85651 0.0 0.0 0.0
C -0.71115 1.00905 4.71234 0.0 0.0 0.0
C -0.12473 0.99513 3.45016 0.0 0.0 0.0
As -1.24988 1.03018 1.86444 -0.2 -0.2 0.0
C -1.98030 2.81769 2.09042 0.0 0.1 -0.1
C -2.73784 -0.06690 2.45941 -0.1 0.0 0.0
H 4.38990 0.10827 2.39516 0.0 0.0 0.0
H 3.86801 -0.74986 0.93053 0.0 0.0 0.0
H 3.11739 -1.14829 2.47534 0.0 0.0 0.0
H 3.67862 2.53648 2.85079 0.0 0.0 0.0
H 2.44652 3.46358 1.96127 0.0 0.0 0.0
H 3.84732 2.80104 1.09936 0.0 0.0 0.0
H 3.11614 0.77721 4.41262 0.0 0.0 0.0
H 2.06434 0.78094 6.63185 0.0 0.0 0.0
H -0.40090 0.95318 6.83207 0.0 0.0 0.0
H -1.78866 1.06629 4.80818 0.0 0.0 0.0
H -1.15957 3.51572 2.24726 0.0 0.0 0.0
H -2.63815 2.82549 2.95809 0.0 0.0 0.0
H -2.52920 3.12795 1.20500 0.0 0.0 0.0
H -3.37433 0.47856 3.15447 0.0 0.0 0.0
H -2.32884 -0.95523 2.93447 0.0 0.0 0.0
H -3.32115 -0.37479 1.59382 0.0 0.0 0.0
F 1.49030 -3.61367 -5.06116 -0.1 0.0 0.0
C 0.66614 -3.09005 -4.12985 0.1 0.1 0.0
F 0.25792 -4.10244 -3.35300 0.0 0.0 0.0
F -0.41044 -2.62630 -4.78770 0.0 0.0 0.0
C 1.36354 -2.01878 -3.33217 -0.1 -0.1 0.0
C 2.66702 -1.69278 -3.60538 0.1 0.1 0.0
C 3.31996 -0.71821 -2.84114 0.0 -0.1 -0.1
C 2.63495 -0.15720 -1.79688 0.0 -0.1 -0.1
N 1.36114 -0.47687 -1.51669 0.6 0.4 0.0
C 0.69120 -1.34420 -2.28789 -0.2 -0.2 -0.2
S -0.96981 -1.42098 -1.88054 0.0 0.3 0.6
H 3.18352 -2.18505 -4.41756 0.0 0.0 0.0
H 4.33758 -0.42410 -3.05207 0.0 0.0 0.0
H 3.09682 0.58073 -1.15407 0.0 0.0 0.0
C -5.77054 1.01116 -2.38285 0.0 0.0 0.0
C -4.96116 1.03602 -3.50854 0.0 0.0 0.0
C -3.58489 1.18727 -3.37800 0.0 0.1 0.1
C -2.99626 1.31778 -2.12033 -0.1 -0.2 0.0
C -3.82815 1.30026 -0.99982 0.0 0.0 -0.1
C -5.20243 1.15131 -1.12348 0.0 0.0 0.0
Ge -1.06083 1.42154 -1.88373 -0.1 0.6 0.3
C -0.78258 3.24762 -1.11576 0.0 0.1 0.0
C -1.79244 4.21215 -1.16369 0.1 0.0 0.0
C -1.59839 5.48401 -0.63674 0.0 0.0 0.0
C -0.38536 5.82078 -0.05110 0.0 0.0 0.0
C 0.63495 4.88099 0.00034 0.0 -0.1 0.0
C 0.43024 3.60891 -0.52265 -0.1 0.1 0.0
C -0.13013 1.52925 -3.60997 0.1 -0.2 -0.1
C -0.35198 0.60651 -4.63618 0.0 0.0 0.0
C 0.36248 0.67107 -5.82627 0.0 0.0 0.0
C 1.31273 1.66477 -6.01597 0.0 0.0 0.0
C 1.54271 2.59289 -5.01026 0.0 0.0 0.0
C 0.83337 2.51997 -3.81708 0.0 0.0 -0.1
H -6.84020 0.87801 -2.48420 0.0 0.0 0.0
H -5.40017 0.92937 -4.49278 0.0 0.0 0.0
H -2.96722 1.20819 -4.26759 0.0 0.0 0.0
H -3.39814 1.40856 -0.01165 0.0 0.0 0.0
H -5.82919 1.13362 -0.24010 0.0 0.0 0.0
H -2.74414 3.96608 -1.62200 0.0 0.0 0.0
H -2.39680 6.21488 -0.68264 0.0 0.0 0.0
H -0.23429 6.81107 0.35991 0.0 0.0 0.0
H 1.59032 5.14242 0.44062 0.0 0.0 0.0
H 1.24597 2.89122 -0.48615 0.0 0.0 0.0
H -1.08204 -0.18293 -4.50471 0.0 0.0 0.0
H 0.17801 -0.06406 -6.60073 0.0 0.0 0.0
H 1.86921 1.71904 -6.94367 0.0 0.0 0.0
H 2.27559 3.37785 -5.15346 0.0 0.0 0.0
H 1.03063 3.25289 -3.04495 0.0 0.0 0.0
I 0.32737 -2.14085 1.45810 -0.1 0.0 0.1



(3)
76
Properties=species:S:1:pos:R:3:forces:R:3 method="wB97M-V/def2-TZVPD" gap_ev="4.7 / 4.7" e_homo_ev="-15.7 / -15.7" energy_ha=-2750.761063 largest_force_ev_per_a=1.2 charge=+3
Au 1.15317 -1.12476 -0.08728 -1.0 0.2 -0.6
C -2.94127 -0.61505 1.62122 -0.1 0.1 -0.1
N -1.64305 -0.86326 0.96110 0.0 0.1 0.2
P -0.33580 0.20913 1.05012 -0.5 -0.2 0.2
C 0.21073 0.36786 2.74389 0.4 -0.1 -0.2
C 1.45157 -0.14776 3.13246 -0.1 0.0 0.0
C 1.87145 -0.02137 4.44623 0.0 0.0 0.0
C 1.05550 0.61488 5.37143 0.0 0.0 0.0
C -0.18058 1.12550 4.99012 0.0 0.0 0.0
C -0.60766 1.01384 3.67860 -0.1 0.0 0.0
C -0.91555 1.78843 0.46470 0.1 -0.2 -0.1
C -0.52090 2.97289 1.09586 0.0 0.0 0.0
C -1.06177 4.17840 0.67682 -0.1 0.0 0.0
C -1.97708 4.20734 -0.36825 0.0 0.0 0.0
C -2.33732 3.03338 -1.02569 0.0 0.0 0.0
C -1.80265 1.82450 -0.61965 0.0 0.0 0.0
P -1.09403 -2.33807 0.38124 0.2 0.8 -0.2
C -1.44486 -2.49173 -1.36491 0.2 -0.2 0.2
C -2.56660 -1.87369 -1.92025 0.0 0.0 0.0
C -2.83998 -2.06350 -3.26406 0.0 0.0 0.0
C -2.00141 -2.85128 -4.04590 0.0 0.0 0.0
C -0.88940 -3.47143 -3.48879 0.0 0.0 0.0
C -0.60418 -3.29021 -2.14577 -0.1 0.0 0.0
C -1.84399 -3.62876 1.31094 0.6 -0.1 0.1
C -2.48338 -4.69259 0.65712 0.0 0.1 0.0
C -3.08153 -5.67772 1.42049 0.0 0.0 0.0
C -3.00608 -5.62797 2.80882 0.0 0.0 0.0
C -2.33719 -4.58912 3.45625 0.0 0.0 0.0
C -1.73837 -3.59496 2.71272 -0.1 0.0 0.0
H -3.32801 0.35297 1.30303 0.0 0.0 0.0
H -2.84002 -0.62261 2.70582 0.0 0.0 0.0
H -3.65375 -1.38297 1.32971 0.0 0.0 0.0
H 2.09037 -0.64364 2.41033 0.0 0.0 0.0
H 2.83364 -0.41206 4.74735 0.0 0.0 0.0
H 1.38474 0.71904 6.39661 0.0 0.0 0.0
H -0.81200 1.62084 5.71522 0.0 0.0 0.0
H -1.56414 1.43115 3.38986 0.0 0.0 0.0
H 0.19089 2.95527 1.91063 0.0 0.0 0.0
H -0.77431 5.09596 1.17262 0.0 0.0 0.0
H -2.41319 5.14903 -0.67468 0.0 0.0 0.0
H -3.03700 3.06458 -1.84985 0.0 0.0 0.0
H -2.06105 0.91037 -1.13936 -0.1 0.0 0.0
H -3.22818 -1.26995 -1.31055 0.0 0.0 0.0
H -3.71678 -1.60514 -3.70147 0.0 0.0 0.0
H -2.22019 -2.98628 -5.09669 0.0 0.0 0.0
H -0.25181 -4.09606 -4.09925 0.0 0.0 0.0
H 0.25765 -3.77251 -1.69936 0.0 0.0 0.0
H -2.53921 -4.72537 -0.42278 0.0 0.0 0.0
H -3.60659 -6.48725 0.93247 0.0 0.0 0.0
H -3.46552 -6.41282 3.39516 0.0 0.0 0.0
H -2.28028 -4.56812 4.53571 0.0 0.0 0.0
H -1.19960 -2.79166 3.20352 0.0 0.0 0.0
C 4.17555 -4.45608 -1.32697 0.2 -0.1 0.0
C 3.28963 -3.35385 -1.02317 0.0 0.2 0.0
N 2.58774 -2.48076 -0.78302 0.0 -0.4 0.0
H 3.59456 -5.36883 -1.46025 0.0 0.0 0.0
H 4.87442 -4.59339 -0.50097 0.0 0.0 0.0
H 4.73540 -4.25021 -2.23916 0.0 0.0 0.0
N 3.27466 1.38889 -2.73905 0.1 0.0 0.0
C 2.03150 1.59851 -2.33955 0.1 0.3 0.2
S 0.89919 0.27024 -2.29705 0.2 -0.3 0.5
N 1.59453 2.80140 -2.00323 -0.2 -0.2 -0.1
C 2.23472 4.07768 -2.09723 0.2 0.3 0.1
C 1.90180 5.01251 -1.12287 0.1 -0.1 0.1
C 2.45964 6.27726 -1.16158 0.0 0.1 0.0
C 3.34781 6.61640 -2.17425 0.0 0.0 0.0
C 3.65755 5.69012 -3.15800 0.0 0.1 0.0
C 3.10069 4.41987 -3.13104 -0.2 -0.1 -0.1
H 3.55198 0.46114 -3.01106 0.0 0.0 0.0
H 3.96713 2.12323 -2.75662 0.0 0.1 0.0
H 0.66112 2.80710 -1.61301 -0.1 0.0 -0.1
H 1.21524 4.73810 -0.32995 0.1 0.0 -0.1
H 2.20502 7.00312 -0.40161 0.0 0.0 0.0
H 3.78178 7.60595 -2.20542 0.0 0.0 0.0
H 4.32070 5.96415 -3.96685 0.0 0.0 0.0
H 3.28422 3.75181 -3.96168 0.0 -0.1 0.0